P.
ORCA calculation (wB97M-V/def2-TZVPD) on a cluster of 3 separate species, C3H11NO3 in total.

Values from the calculation:
frontier orbital gap: 10.0915 eV
structure (SMILES): CNCC=O.O.O
highest occupied orbital energy: -0.3520 Ha
LUMO energy: 0.5 eV

```
! wB97M-V def2-TZVPD RIJCOSX def2/J DEFGRID3
* xyz 0 1
H 0.910 -1.151 -1.649
C 2.117 0.144 0.355
H 2.170 0.599 1.311
O -0.725 -1.168 1.824
H 2.472 -0.829 0.490
O -2.479 1.392 1.479
H -2.451 0.381 1.395
C -0.930 0.078 -2.026
H -1.151 1.108 -2.452
H 2.706 0.678 -0.383
H 1.321 0.406 -2.359
N 0.714 0.046 -0.139
O -1.657 -0.962 -1.885
H -0.504 -1.804 2.500
H 0.269 0.964 0.108
H -3.293 1.579 1.910
C 0.607 -0.123 -1.636
H -0.096 -1.336 1.158
*
```

For reference, the Mulliken charges in units of e are:
1 H 0.296
2 C -0.985
3 H 0.343
4 O -0.571
5 H 0.322
6 O -0.629
7 H 0.322
8 C 0.125
9 H 0.296
10 H 0.345
11 H 0.329
12 N -0.231
13 O -0.492
14 H 0.277
15 H 0.226
16 H 0.284
17 C -0.541
18 H 0.284

***

Q.
ORCA calculation (wB97M-V/def2-TZVPD) on a cluster of 2 separate species, C3H11NO3 in total.

Values from the calculation:
frontier orbital gap: 10.2738 eV
structure (SMILES): OCCNCO.O
highest occupied orbital energy: -0.3548 Ha
LUMO energy: 0.6 eV

```
! wB97M-V def2-TZVPD RIJCOSX def2/J DEFGRID3
* xyz 0 1
H -0.185 -0.515 -1.667
H -0.386 -2.448 -0.373
C -0.739 -1.565 0.155
H 1.219 0.098 0.511
H -1.419 0.272 -0.715
H 2.552 0.493 -1.740
H -2.412 -0.908 0.844
N 0.563 0.580 -0.090
C -0.480 -0.285 -0.646
H -0.434 2.388 -0.124
H 0.814 2.168 1.190
H -1.531 2.059 1.791
H -0.160 -1.530 1.085
O -2.110 -1.750 0.486
O 3.327 -0.069 -1.871
H 2.966 -0.970 -1.833
O -0.989 1.286 1.551
C 0.028 1.708 0.603
*
```

For reference, the Mulliken charges in units of e are:
1 H 0.311
2 H 0.336
3 C -0.343
4 H 0.258
5 H 0.366
6 H 0.348
7 H 0.303
8 N -0.243
9 C -0.698
10 H 0.363
11 H 0.337
12 H 0.293
13 H 0.267
14 O -0.545
15 O -0.656
16 H 0.308
17 O -0.512
18 C -0.491

***

R.
ORCA calculation (wB97M-V/def2-TZVPD) on a cluster of 4 separate species, C3H11NO3 in total.

Values from the calculation:
frontier orbital gap: 10.0055 eV
structure (SMILES): C=CN=C.O.O.O
highest occupied orbital energy: -0.3495 Ha
LUMO energy: 0.5 eV

```
! wB97M-V def2-TZVPD RIJCOSX def2/J DEFGRID3
* xyz 0 1
H 1.350 -0.944 -2.529
H -2.328 0.791 1.629
N -0.507 1.522 1.318
H 1.325 2.468 -1.400
C -1.657 1.206 0.885
H 0.160 -0.646 -1.770
O 0.468 -2.000 2.270
H -0.359 -2.498 2.182
H 0.585 -2.814 0.233
C 0.478 2.111 -0.835
H 1.159 2.685 1.144
H -0.269 1.607 -1.427
O 0.244 -2.406 -0.551
H -0.038 -3.114 -1.111
H -1.950 1.348 -0.154
H 0.339 -1.058 2.264
C 0.465 2.185 0.485
O 0.534 -0.442 -2.634
*
```

For reference, the Mulliken charges in units of e are:
1 H 0.325
2 H 0.290
3 N -0.469
4 H 0.240
5 C -0.282
6 H 0.335
7 O -0.688
8 H 0.327
9 H 0.342
10 C -0.818
11 H 0.404
12 H 0.122
13 O -0.622
14 H 0.290
15 H 0.254
16 H 0.326
17 C 0.263
18 O -0.639

***

S.
ORCA calculation (wB97M-V/def2-TZVPD) on a cluster of 3 separate species, C3H11NO3 in total.

Values from the calculation:
frontier orbital gap: 10.0536 eV
structure (SMILES): CCC(N)=O.O.O
highest occupied orbital energy: -0.3468 Ha
LUMO energy: 0.6 eV

```
! wB97M-V def2-TZVPD RIJCOSX def2/J DEFGRID3
* xyz 0 1
H 1.142 2.307 2.220
H 0.609 -0.816 0.757
H 2.430 2.448 3.130
O 2.221 -0.899 -2.638
O -1.017 -0.616 -1.846
C -1.844 -0.647 0.398
N 0.496 -0.412 -0.159
C -0.778 -0.565 -0.667
H -2.612 0.353 2.183
H -0.902 -0.028 2.222
H 1.274 -0.399 -0.803
H -1.464 1.289 1.175
H -1.852 -1.692 0.727
O 1.476 2.535 3.095
H -2.804 -0.566 -0.095
H 2.389 -0.111 -3.174
H 2.551 -1.603 -3.208
C -1.700 0.317 1.576
*
```

For reference, the Mulliken charges in units of e are:
1 H 0.325
2 H 0.214
3 H 0.318
4 O -0.626
5 O -0.603
6 C -0.520
7 N -0.286
8 C 0.475
9 H 0.338
10 H 0.288
11 H 0.214
12 H 0.263
13 H 0.298
14 O -0.646
15 H 0.314
16 H 0.303
17 H 0.299
18 C -0.967

***

Which of them is most stable? Easy: S.

***

P.
ORCA calculation (wB97M-V/def2-TZVPD) on a cluster of 2 separate species, C3H11NO3 in total.

Values from the calculation:
frontier orbital gap: 9.6293 eV
structure (SMILES): OCCNCO.O
highest occupied orbital energy: -0.3368 Ha
LUMO energy: 0.5 eV

```
! wB97M-V def2-TZVPD RIJCOSX def2/J DEFGRID3
* xyz 0 1
C 0.794 -2.688 -0.082
H -1.655 -1.497 -0.184
O 0.035 4.444 -0.138
H 0.084 5.396 -0.084
H 0.473 -3.495 0.584
C -0.997 0.605 0.160
H -0.931 0.664 1.257
H -0.569 -0.774 -1.344
N 0.392 -1.390 0.374
C -0.794 -0.833 -0.275
O 2.206 -2.791 -0.156
H 2.481 -1.961 -0.564
H 0.090 2.185 0.047
O -0.051 1.419 -0.513
H -2.017 0.909 -0.090
H -0.186 4.063 0.712
H 0.382 -2.889 -1.078
H 0.265 -1.368 1.375
*
```

For reference, the Mulliken charges in units of e are:
1 C -0.376
2 H 0.384
3 O -0.609
4 H 0.301
5 H 0.283
6 C -0.417
7 H 0.314
8 H 0.352
9 N -0.270
10 C -0.632
11 O -0.530
12 H 0.307
13 H 0.209
14 O -0.460
15 H 0.342
16 H 0.300
17 H 0.310
18 H 0.191

***

Q.
ORCA calculation (wB97M-V/def2-TZVPD) on a cluster of 3 separate species, C3H11NO3 in total.

Values from the calculation:
frontier orbital gap: 9.0230 eV
structure (SMILES): CNCC=O.O.O
highest occupied orbital energy: -0.3141 Ha
LUMO energy: 0.5 eV

```
! wB97M-V def2-TZVPD RIJCOSX def2/J DEFGRID3
* xyz 0 1
H -1.128 6.377 0.701
C -1.049 -0.211 -1.861
H -1.823 -0.148 0.028
H 3.285 -1.488 -0.761
H 3.031 -2.590 0.171
O -1.083 0.930 -2.395
H 0.453 -2.684 1.523
H -0.285 -1.058 2.023
H 0.937 -1.603 -0.184
C -0.789 -0.273 -0.425
N -0.096 -1.503 -0.011
H -1.111 -1.117 -2.514
H -0.122 0.577 -0.052
C -0.301 -1.935 1.307
O -1.032 5.577 0.181
O 2.991 -1.616 0.159
H -1.358 -2.297 1.335
H -0.521 5.062 0.776
*
```

For reference, the Mulliken charges in units of e are:
1 H 0.316
2 C -0.070
3 H 0.281
4 H 0.336
5 H 0.334
6 O -0.505
7 H 0.319
8 H 0.269
9 H 0.287
10 C -0.285
11 N -0.323
12 H 0.368
13 H 0.283
14 C -0.886
15 O -0.621
16 O -0.691
17 H 0.287
18 H 0.305

***

Which of them is most stable? Easy: P.

***

P.
ORCA calculation (wB97M-V/def2-TZVPD) on a cluster of 3 separate species, C3H11NO3 in total.

Values from the calculation:
frontier orbital gap: 9.7385 eV
structure (SMILES): NCCC=O.O.O
highest occupied orbital energy: -0.3365 Ha
LUMO energy: 0.6 eV

```
! wB97M-V def2-TZVPD RIJCOSX def2/J DEFGRID3
* xyz 0 1
H -1.689 2.571 -1.207
H 0.546 1.458 -1.593
H 0.409 -0.205 0.257
O -0.797 2.636 3.452
C -0.099 -0.348 -0.699
N -1.290 1.801 -0.679
H 3.937 -3.117 0.209
C -1.298 -1.165 -0.290
O 4.480 -3.334 -0.554
H -1.731 2.831 3.539
H 4.245 -4.239 -0.779
H -2.140 1.304 -0.421
H 0.518 -0.994 -1.324
C -0.407 0.943 -1.422
H -0.554 2.104 4.218
H -0.668 0.702 -2.466
H -1.032 -1.999 0.375
O -2.430 -0.949 -0.616
*
```

For reference, the Mulliken charges in units of e are:
1 H 0.224
2 H 0.327
3 H 0.292
4 O -0.634
5 C -0.538
6 N -0.579
7 H 0.316
8 C 0.009
9 O -0.637
10 H 0.315
11 H 0.321
12 H 0.227
13 H 0.341
14 C -0.443
15 H 0.315
16 H 0.289
17 H 0.358
18 O -0.502

***

Q.
ORCA calculation (wB97M-V/def2-TZVPD) on a cluster of 3 separate species, C3H11NO3 in total.

Values from the calculation:
frontier orbital gap: 10.2632 eV
structure (SMILES): C[C@@H](N)C=O.O.O
highest occupied orbital energy: -0.3552 Ha
LUMO energy: 0.6 eV

```
! wB97M-V def2-TZVPD RIJCOSX def2/J DEFGRID3
* xyz 0 1
H -0.414 0.025 -0.852
H -0.339 2.510 0.163
H 2.234 -0.483 -0.354
H -2.933 -0.779 0.484
C 0.243 -0.003 1.195
C 0.521 2.062 -0.248
H 1.049 -0.650 1.697
H -0.379 -3.211 -0.259
C 0.437 0.492 -0.305
H 1.429 2.512 0.133
O -0.607 0.499 1.947
H 0.607 2.775 -1.224
H 2.260 0.913 -1.115
N 1.669 0.053 -0.945
O -0.098 -2.753 0.529
O -3.385 -1.024 -0.300
H 0.853 -2.705 0.285
H -3.144 -0.232 -0.831
*
```

For reference, the Mulliken charges in units of e are:
1 H 0.009
2 H 0.387
3 H 0.224
4 H 0.317
5 C -0.034
6 C -1.443
7 H 0.196
8 H 0.318
9 C 0.721
10 H 0.433
11 O -0.486
12 H 0.331
13 H 0.298
14 N -0.655
15 O -0.602
16 O -0.637
17 H 0.308
18 H 0.316

***

R.
ORCA calculation (wB97M-V/def2-TZVPD) on a cluster of 2 separate species, C3H11NO3 in total.

Values from the calculation:
frontier orbital gap: 10.4976 eV
structure (SMILES): NCCO.COO
highest occupied orbital energy: -0.3535 Ha
LUMO energy: 0.9 eV

```
! wB97M-V def2-TZVPD RIJCOSX def2/J DEFGRID3
* xyz 0 1
H -4.214 1.345 -0.195
O -2.504 0.955 0.704
H 0.597 0.959 -0.281
H 0.433 -1.490 0.121
H 1.992 1.676 -0.780
H -3.554 -0.269 -0.591
O 1.735 -1.056 1.659
H -1.052 -0.018 1.449
H 1.973 -2.389 0.150
C 2.110 -0.363 -0.626
H 3.201 -0.351 -0.519
H 1.742 -0.086 1.672
O -1.299 0.205 0.539
C -3.312 0.784 -0.428
H -2.837 1.195 -1.324
N 1.611 0.938 -0.200
H 1.861 -0.625 -1.663
C 1.515 -1.411 0.315
*
```

For reference, the Mulliken charges in units of e are:
1 H 0.254
2 O -0.373
3 H 0.148
4 H 0.155
5 H 0.233
6 H 0.240
7 O -0.542
8 H 0.316
9 H 0.345
10 C -0.369
11 H 0.335
12 H 0.397
13 O -0.213
14 C -0.493
15 H 0.231
16 N -0.565
17 H 0.305
18 C -0.404

***

Which of them is most stable? Easy: P.

***

P.
ORCA calculation (wB97M-V/def2-TZVPD) on a cluster of 2 separate species, C9H11O3 in total.

Values from the calculation:
frontier orbital gap: 6.5835 eV
highest occupied orbital energy: -0.1081 Ha
LUMO energy: 3.6 eV

```
! wB97M-V def2-TZVPD RIJCOSX def2/J DEFGRID3
* xyz -1 1
C 0.266 0.807 -2.694
O 0.323 -2.051 5.217
C -0.823 1.221 -1.858
H -0.368 1.107 -4.747
O -0.745 -1.045 0.751
C 0.385 1.520 -4.084
C -1.145 0.577 -0.677
C 0.017 -1.467 4.231
H -0.123 0.384 3.209
H 1.477 -0.838 -3.154
O -0.406 -2.180 3.142
H 1.242 -2.063 -1.027
C 0.741 -1.094 -1.228
H 1.346 1.530 -4.582
C 0.913 -0.439 -2.473
H 1.249 0.389 4.462
H -0.459 0.502 5.093
C -0.300 -0.553 -0.291
H 0.342 2.582 -3.815
H -1.544 1.932 -2.155
H -2.008 0.669 0.025
C 0.225 0.119 4.282
H -0.606 -1.610 2.370
*
```

For reference, the Mulliken charges in units of e are:
1 C 0.251
2 O -0.568
3 C -0.157
4 H 0.237
5 O -0.799
6 C -1.325
7 C -0.614
8 C 0.517
9 H 0.174
10 H 0.593
11 O -0.455
12 H 0.313
13 C -0.751
14 H 0.397
15 C -0.556
16 H 0.236
17 H 0.210
18 C 0.390
19 H 0.357
20 H 0.349
21 H 0.254
22 C -0.568
23 H 0.513

***

Q.
ORCA calculation (wB97M-V/def2-TZVPD) on a cluster of 2 separate species, C9H11O3 in total.

Values from the calculation:
frontier orbital gap: 7.4245 eV
highest occupied orbital energy: -0.1599 Ha
LUMO energy: 3.1 eV

```
! wB97M-V def2-TZVPD RIJCOSX def2/J DEFGRID3
* xyz -1 1
C -1.772 0.947 1.322
C 1.581 -0.812 -2.954
C 0.712 -0.279 0.837
O 3.729 -0.241 -2.227
C 2.941 -1.198 -2.249
C -0.715 1.120 2.204
C 0.516 0.517 1.960
H -0.808 1.704 3.114
H -3.408 2.248 0.835
C -0.395 -0.584 0.046
H -2.498 -0.301 -0.257
O 3.067 -2.359 -1.799
H 1.855 -0.876 -4.009
H 1.265 0.684 2.687
H 2.028 -1.241 -0.184
H -0.257 -1.307 -0.751
C -3.172 1.486 1.577
H -3.153 2.043 2.522
O 1.919 -0.850 0.687
H -3.855 0.657 1.737
H 1.310 0.149 -2.562
C -1.623 -0.006 0.313
H 0.732 -1.500 -2.851
*
```

For reference, the Mulliken charges in units of e are:
1 C 0.687
2 C -0.865
3 C 0.372
4 O -0.719
5 C 0.583
6 C -0.468
7 C -0.509
8 H 0.263
9 H 0.309
10 C -0.309
11 H 0.345
12 O -0.737
13 H 0.330
14 H 0.419
15 H 0.209
16 H 0.397
17 C -1.357
18 H 0.338
19 O -0.504
20 H 0.337
21 H 0.240
22 C -0.579
23 H 0.218

***

Which of them is most stable? Easy: Q.